Entry 1:
Formula: C8H7NO2
Source: OMol25
Level of theory: ωB97M-V/def2-TZVPD

Geometry as XYZ:
```
18
Properties=species:S:1:pos:R:3:forces:R:3
C -0.18989 -0.73432 1.47249 4.628 1.851 -1.823
C 1.24703 -0.58045 1.40114 1.307 0.340 -1.190
C 1.83780 0.00792 0.23227 -5.645 -0.224 0.037
C 0.85649 0.48081 -0.76265 0.704 1.272 0.520
C 0.95565 1.02665 -2.17447 2.910 -0.281 -2.921
C -1.30689 0.95279 -1.73930 -0.150 2.703 1.119
C -0.50828 0.51746 -0.46886 -0.454 -1.461 -3.425
C -1.00166 -0.23485 0.52793 -3.167 -0.012 0.076
H -0.00972 -1.61518 3.22153 -2.532 0.285 -1.627
H -1.60207 -1.71361 2.38575 -1.601 -0.921 0.305
H 1.92374 -1.02082 2.21480 -1.180 0.705 -1.250
H 2.83638 0.04434 -0.00530 2.206 0.022 -0.151
H -1.84035 2.01422 -1.52564 1.152 -2.230 -0.501
H -1.99424 0.34556 -2.30333 -0.917 -0.866 1.180
H -2.07674 -0.53277 0.69967 0.951 0.958 -0.677
N -0.73835 -1.28570 2.48603 2.483 -2.495 6.458
O 1.94497 1.24098 -2.92280 -3.347 -0.658 3.064
O -0.33388 1.08695 -2.73927 2.653 1.012 0.806
```
Forces are in eV/Å.

## Properties
E   -13992.974 eV
SMILES string   Nc1ccc2c(c1)COC2=O
Molecular weight   149.1 g/mol
Multiplicity   1
E_HOMO   -8.31 eV
Energy above the lowest of the compared OMol25 structures with the same formula, charge and spin   181.8 kJ/mol
Kohn-Sham gap   0.3283 Ha
Total charge   0
Lowest unoccupied orbital energy   0.622 eV

Entry 2:
Formula: C37H42N4ReSbSi
Source: OMol25
Level of theory: ωB97M-V/def2-TZVPD

Geometry as XYZ:
```
86
Properties=species:S:1:pos:R:3:forces:R:3
Re -0.27530 0.81807 -0.89332 0.023 -0.285 0.220
C 3.42247 0.96933 -0.20967 0.015 0.036 0.037
C 2.92460 0.86777 -1.60632 -0.063 -0.058 -0.048
C 3.83666 0.75037 -2.65929 0.045 -0.002 0.066
C 3.40864 0.69466 -3.96267 -0.045 -0.003 -0.061
C 2.03757 0.78746 -4.23209 0.106 -0.041 0.051
C 1.17289 0.90941 -3.17362 -0.069 -0.088 -0.042
N 1.60287 0.91464 -1.87917 -0.037 0.161 -0.126
Sb -0.83183 1.53729 -3.84646 0.016 0.136 -0.156
C -2.42816 0.83631 -2.45887 0.039 -0.099 -0.057
C -3.62763 0.73548 -3.12555 -0.035 -0.018 0.069
C -4.79801 0.61604 -2.37103 -0.021 0.005 -0.073
C -4.71770 0.59577 -0.99760 -0.005 -0.042 0.070
C -3.48170 0.65970 -0.35410 0.043 -0.034 -0.093
C -3.40338 0.61179 1.13696 -0.014 0.000 0.001
N -2.36333 0.77116 -1.10182 -0.070 0.140 -0.081
C -0.54504 3.23376 -2.55986 -0.030 -0.039 0.194
C -0.45703 4.50264 -3.07323 -0.012 0.011 -0.015
C -0.31858 5.57208 -2.18926 -0.002 0.036 -0.047
C -0.36269 5.31629 -0.83975 -0.045 0.016 0.037
C -0.48836 4.01454 -0.35516 -0.016 -0.057 -0.099
C -0.66579 3.82442 1.11609 0.064 0.018 0.031
N -0.50466 2.96802 -1.21926 0.073 0.265 -0.057
H 3.92473 1.93125 -0.07692 0.004 -0.001 -0.014
H 2.63915 0.88785 0.53151 0.013 0.010 -0.038
H 4.16193 0.19408 -0.00404 -0.002 0.001 -0.005
H 4.89104 0.70741 -2.42001 -0.005 0.004 -0.002
H 4.11952 0.59633 -4.77336 -0.003 -0.003 0.003
H 1.67719 0.76764 -5.25269 -0.009 0.008 0.003
H -3.67432 0.76696 -4.20664 0.007 -0.003 0.000
H -5.75887 0.54967 -2.86570 0.003 -0.003 0.004
H -5.61134 0.51578 -0.39302 0.002 0.002 -0.009
H -4.21318 -0.00127 1.53030 -0.010 0.026 0.004
H -2.46814 0.19786 1.50566 -0.011 -0.020 -0.013
H -3.53439 1.61656 1.54806 0.027 0.003 -0.003
H -0.50185 4.67182 -4.14114 -0.002 -0.012 0.000
H -0.22227 6.58554 -2.55710 0.002 -0.006 -0.004
H -0.33179 6.12872 -0.12622 0.010 -0.012 -0.001
H -1.14871 4.70909 1.52737 0.027 -0.001 0.007
H -1.28800 2.96589 1.34129 -0.041 -0.043 0.001
H 0.29219 3.71505 1.62776 -0.007 -0.022 -0.001
C 0.18577 0.78237 1.09664 -0.038 0.148 0.118
Si 0.82608 -0.91911 1.71707 -0.002 -0.054 0.011
C 0.97484 -1.81799 0.04709 0.032 0.079 -0.035
N -0.14213 -1.39614 -0.87666 -0.051 -0.099 -0.124
C 0.15348 -1.88393 -2.27586 -0.014 -0.034 0.076
C 0.09677 -3.39519 -2.45079 0.008 0.002 0.032
C -1.22625 -3.99185 -1.93741 -0.011 -0.039 0.002
C -2.14934 -2.89373 -1.42569 -0.042 0.059 0.006
C -1.43293 -2.06331 -0.37729 0.077 0.038 -0.034
C 2.49544 -0.72822 2.47587 0.152 -0.112 0.081
C 3.41049 -1.78207 2.37514 0.000 -0.003 -0.012
C 4.65063 -1.70960 2.99356 0.026 0.006 -0.020
C 4.99497 -0.58056 3.72365 -0.013 0.005 -0.005
C 4.09709 0.47330 3.84096 0.028 -0.010 -0.030
C 2.85968 0.39779 3.22041 -0.083 0.020 0.040
C -0.45047 -1.63509 2.85070 -0.131 0.121 0.137
C -1.04789 -0.77266 3.78018 -0.026 -0.050 -0.036
C -1.92664 -1.25136 4.74035 -0.031 0.012 0.005
C -2.22226 -2.60689 4.79245 0.005 0.013 0.017
C -1.62522 -3.48258 3.89614 -0.010 0.032 -0.025
C -0.74788 -2.99855 2.93635 0.118 -0.059 0.014
H 0.91607 1.57476 1.29243 0.027 -0.027 0.018
H -0.70517 1.03610 1.67425 0.009 0.018 0.033
H 0.98065 -2.90742 0.11940 0.003 -0.001 -0.029
H 1.92666 -1.52567 -0.40757 -0.028 0.005 -0.028
H 1.14066 -1.51521 -2.54274 0.019 -0.021 -0.010
H -0.58006 -1.41722 -2.94027 0.009 0.009 -0.011
H 0.95621 -3.85798 -1.96583 0.001 0.000 0.005
H 0.22361 -3.58454 -3.51753 0.015 -0.002 -0.001
H -1.02766 -4.68266 -1.11563 -0.008 -0.005 -0.009
H -1.71772 -4.57579 -2.71294 -0.001 0.014 -0.012
H -3.02445 -3.33076 -0.94190 -0.009 0.016 -0.003
H -2.53150 -2.26766 -2.23888 0.016 -0.013 -0.012
H -1.15455 -2.70362 0.45268 0.036 -0.099 0.006
H -2.08255 -1.30648 0.03714 -0.020 0.052 0.098
H 3.16023 -2.68306 1.82194 -0.007 0.006 0.007
H 5.34554 -2.53489 2.91314 -0.006 -0.003 0.001
H 5.95990 -0.52530 4.20945 -0.004 -0.001 0.007
H 4.36183 1.34590 4.42317 -0.010 0.003 -0.003
H 2.16896 1.22843 3.34045 -0.008 -0.018 0.000
H -0.80826 0.28791 3.78107 -0.008 -0.010 0.019
H -2.37041 -0.57319 5.45736 0.007 0.000 0.000
H -2.90244 -2.98283 5.54502 0.004 -0.003 -0.002
H -1.83421 -4.54239 3.95569 0.009 0.001 -0.014
H -0.26498 -3.71431 2.27712 -0.005 0.020 -0.033
```
Forces are in eV/Å.

## Properties
E   -61531.398 eV
Molecular weight   878.8 g/mol
Multiplicity   4
E_HOMO (spin up / spin down)   -15.82 / -15.81 eV
Kohn-Sham gap (spin up / spin down)   0.2563 / 0.2040 Ha
Total charge   +3
Lowest unoccupied orbital energy (spin up / spin down)   -8.840 / -10.264 eV

Entry 3:
Formula: C19H22AlBrFGdO4S
Source: OMol25
Level of theory: ωB97M-V/def2-TZVPD

Geometry as XYZ:
```
50
Properties=species:S:1:pos:R:3:forces:R:3
C 4.91907 2.28426 2.24107 -0.260 -0.140 -1.573
C 4.81072 1.39733 0.85753 -0.441 -2.345 -2.045
C 5.68274 1.93460 -0.44448 -2.174 -3.277 -0.612
C 5.60905 1.11586 -1.86783 -2.231 -1.814 3.476
C 4.69349 -0.24682 -1.92968 1.455 2.859 1.329
C 3.82340 -0.84553 -0.64279 1.492 2.116 -0.209
C 3.01292 -2.24760 -0.89754 0.591 1.015 0.536
C 1.43828 -2.23490 -0.44090 -1.768 -0.876 0.873
Br 0.92745 -4.17880 -0.79090 0.440 0.477 -0.204
C 0.34035 -1.39230 -1.37047 -0.017 -0.331 1.186
O 0.24440 -0.05975 -0.68661 -0.132 -2.757 -0.273
Al -0.13830 -0.64596 1.06851 -0.664 -1.696 -2.917
C -2.15480 -1.01649 1.19066 -0.619 -0.224 0.174
C -3.08902 0.31196 1.41961 -0.965 -0.307 0.174
C -3.19269 1.29350 0.07440 -1.010 -0.582 -0.659
C -4.44510 0.65199 -0.82644 0.193 -0.059 -0.461
C -5.96626 0.94690 -0.27829 -1.224 -2.726 -3.763
C -7.22327 0.29938 -1.11495 5.171 0.299 0.368
C -6.84945 -0.61881 -2.44677 1.702 1.193 1.346
C -5.32395 -0.89200 -2.99985 1.520 2.599 3.752
C -4.04759 -0.23835 -2.14731 -5.076 -0.460 -0.115
S 0.24168 0.74066 2.84770 0.728 -1.654 7.532
O -0.82326 0.40665 3.96252 3.196 2.019 -4.866
O 1.62828 0.41587 3.51398 -3.474 1.967 -3.150
F 0.10755 2.35867 2.29420 0.345 -1.876 1.002
O 1.07513 -2.09443 0.97817 0.804 1.937 -3.058
C 3.89358 0.00427 0.75750 2.292 2.123 -2.048
H 3.94552 2.93726 2.38395 2.021 -1.475 -0.094
H 5.03188 1.57502 3.18409 -2.422 2.174 -1.769
H 5.86997 2.97841 2.20084 -1.881 -1.204 -0.107
H 6.34058 2.89516 -0.32359 -1.424 -2.023 -0.334
H 6.25002 1.53580 -2.76008 -1.590 -1.181 1.854
H 4.67544 -0.82624 -2.96404 -0.063 1.283 2.518
H 3.53877 -3.12331 -0.28550 -1.000 1.999 -1.171
H 3.04489 -2.50306 -2.04223 0.038 0.572 2.313
H -0.61838 -2.09616 -1.27435 1.653 1.778 0.183
H 0.50529 -1.40173 -2.53147 0.331 0.548 2.278
H -2.29859 -1.81254 2.06544 -0.058 1.821 -1.815
H -2.52454 -1.52332 0.18896 0.752 0.824 1.949
H -4.19341 -0.08066 1.64311 2.273 1.004 -0.317
H -2.77471 0.98723 2.32323 -0.465 -1.431 -1.716
H -3.44455 2.40531 0.36693 0.224 -2.306 -0.498
H -2.19582 1.31829 -0.54119 -1.958 -0.313 1.062
H -6.09531 1.60775 0.69201 0.256 -1.556 -2.288
H -8.31280 0.48052 -0.71346 2.369 -0.550 -1.184
H -7.75660 -1.08510 -3.02702 2.050 0.965 1.196
H -5.05537 -1.52351 -3.96467 -1.016 1.449 2.268
H -2.90907 -0.40281 -2.46184 -2.859 0.479 0.847
H 3.29521 -0.39967 1.67858 1.062 0.985 -1.802
Gd 6.48720 0.60720 3.84120 1.831 -1.318 0.831
```
Forces are in eV/Å.

## Properties
E   -139234.761 eV
Molecular weight   629.6 g/mol
Multiplicity   8
E_HOMO (spin up / spin down)   -12.17 / -13.41 eV
Energy above the lowest of the compared OMol25 structures with the same formula, charge and spin   2257.2 kJ/mol
Kohn-Sham gap (spin up / spin down)   0.2021 / 0.1557 Ha
Total charge   +2
Lowest unoccupied orbital energy (spin up / spin down)   -6.671 / -9.177 eV

Entry 4:
Formula: C3H3Cl3O
Source: OMol25
Level of theory: ωB97M-V/def2-TZVPD

Geometry as XYZ:
```
10
Properties=species:S:1:pos:R:3:forces:R:3
C -1.09410 -0.93540 -0.17868 -2.076 4.502 -1.654
C -0.44452 0.43934 -0.23084 -0.115 0.422 1.139
C 1.06003 0.36278 0.28003 -1.055 0.818 -0.718
O -0.56468 -1.91588 0.29150 1.894 -4.801 2.484
Cl 1.90846 -0.97122 -0.61795 -0.227 0.967 0.874
Cl 1.89083 1.94477 -0.10189 -0.499 -0.984 0.241
Cl 1.03450 0.15671 2.08709 0.238 -0.130 -1.286
H -2.10014 -0.85951 -0.53600 -0.828 -0.629 0.011
H -0.59815 0.51550 -1.29861 1.062 1.296 -0.409
H -1.09224 1.26291 0.30536 1.606 -1.460 -0.681
```
Forces are in eV/Å.

## Properties
E   -42769.483 eV
Molecular weight   161.4 g/mol
Multiplicity   3
E_HOMO (spin up / spin down)   -6.41 / -11.15 eV
Energy above the lowest of the compared OMol25 structures with the same formula, charge and spin   9.1 kJ/mol
Kohn-Sham gap (spin up / spin down)   0.2495 / 0.3126 Ha
Total charge   0
Lowest unoccupied orbital energy (spin up / spin down)   0.374 / -2.641 eV